Record 1
Computed, not measured: C49H58Cl5N5O3PPb as an isolated structure, with the ωB97M-V functional and the def2-TZVPD basis.

Properties
HOMO-LUMO gap: 6.34 eV
E_LUMO: 2.2 eV
Total energy: -5236.79646 a.u.

The geometry in ORCA input format:
```
! RIJCOSX wB97M-V def2-TZVPD def2/J DEFGRID3
* xyz -1 1
Pb 0.03 -0.61 -0.77
O 0.02 -3.25 3.23
C 0.39 -2.35 2.49
N -0.37 -1.37 1.93
C -1.45 -0.93 2.60
O -1.69 -1.00 3.81
C -2.45 -0.14 1.76
C -3.66 0.19 2.35
C -4.61 0.88 1.61
C -4.30 1.25 0.31
C -3.06 0.91 -0.19
N -2.15 0.22 0.51
C 1.88 -2.35 2.10
C 2.66 -3.43 2.50
C 3.99 -3.46 2.15
C 4.51 -2.40 1.42
C 3.67 -1.36 1.08
N 2.38 -1.32 1.42
H -3.83 -0.12 3.37
H -5.57 1.13 2.04
H -4.99 1.80 -0.31
H -2.77 1.18 -1.20
H 2.18 -4.22 3.06
H 4.62 -4.29 2.43
H 5.55 -2.38 1.11
H 4.03 -0.51 0.51
Cl 1.87 -3.43 -1.27
C 0.21 -3.82 -1.63
C -0.78 -2.87 -1.38
C -2.07 -3.27 -1.67
Cl -3.42 -2.22 -1.31
C -2.39 -4.52 -2.22
Cl -4.02 -4.95 -2.59
C -1.36 -5.42 -2.49
Cl -1.72 -6.96 -3.19
C -0.05 -5.07 -2.18
Cl 1.22 -6.20 -2.50
C 4.48 0.21 -2.89
N 3.33 0.51 -3.71
C 3.57 1.19 -4.96
C 2.30 1.85 -5.45
C 1.20 0.81 -5.54
N 1.10 0.05 -4.30
C -0.15 -0.63 -4.01
C 2.12 -0.11 -3.43
O 1.97 -0.77 -2.39
H 4.96 1.14 -2.56
H 5.21 -0.39 -3.44
H 4.15 -0.35 -2.02
H 3.97 0.49 -5.72
H 4.35 1.94 -4.79
H 2.45 2.31 -6.42
H 2.01 2.63 -4.74
H 1.38 0.14 -6.38
H 0.24 1.30 -5.71
H -0.67 -0.72 -4.98
H -2.01 -0.42 -3.01
H 0.08 -1.65 -3.69
C -1.03 0.06 -2.97
C -1.19 1.51 -3.19
C -0.13 2.41 -3.00
C -0.28 3.78 -3.21
C -1.51 4.30 -3.59
C -2.58 3.44 -3.75
C -2.42 2.07 -3.56
H 0.83 2.03 -2.64
H 0.57 4.44 -3.05
H -1.63 5.37 -3.75
H -3.56 3.83 -4.03
H -3.27 1.41 -3.71
C 3.32 2.60 -0.62
C 4.31 2.77 0.53
C 3.55 2.83 1.86
C 2.31 3.78 1.81
C 2.39 4.66 0.56
C 2.43 3.85 -0.74
P 0.78 2.72 1.80
C -0.67 3.91 1.65
C -0.56 5.29 2.34
C -1.36 6.38 1.60
C -2.68 5.82 1.09
C -2.43 4.74 0.02
C -1.06 4.08 0.18
C 0.58 2.15 3.56
C 1.66 1.17 4.02
C 1.22 0.41 5.27
C 0.35 1.27 6.19
C 0.74 2.74 6.04
C 0.37 3.24 4.64
H 2.69 1.73 -0.41
H 3.83 2.40 -1.56
H 4.90 3.68 0.37
H 5.02 1.94 0.56
H 4.22 3.12 2.67
H 3.22 1.81 2.07
H 2.33 4.44 2.69
H 3.29 5.29 0.63
H 1.55 5.36 0.53
H 2.79 4.50 -1.55
H 1.41 3.55 -1.01
H -1.48 3.34 2.12
H 0.48 5.61 2.41
H -0.92 5.22 3.36
H -0.78 6.77 0.76
H -1.52 7.22 2.28
H -3.31 6.61 0.70
H -3.22 5.38 1.94
H -2.50 5.18 -0.98
H -3.21 3.98 0.08
H -0.30 4.69 -0.34
H -1.05 3.12 -0.34
H -0.35 1.57 3.49
H 2.58 1.74 4.23
H 1.90 0.48 3.21
H 2.12 0.07 5.81
H 0.66 -0.49 4.99
H 0.44 0.94 7.23
H -0.70 1.14 5.91
H 1.82 2.84 6.21
H 0.25 3.36 6.80
H 0.94 4.14 4.41
H -0.68 3.53 4.64
*
```

Record 2
Computed, not measured: a 2-piece molecular cluster, C33H32NO overall, with the ωB97M-V functional and the def2-TZVPD basis.

Properties
HOMO-LUMO gap: 3.78 eV
E_LUMO: -5.6 eV
Total energy: -1406.38240 a.u.

The geometry in ORCA input format:
```
! RIJCOSX wB97M-V def2-TZVPD def2/J DEFGRID3
* xyz 1 1
C -4.07 2.06 -2.31
C -3.38 1.17 -3.15
C -1.99 1.15 -3.15
C -1.25 1.93 -2.22
C 0.17 1.78 -2.02
C 0.87 0.60 -2.20
N 2.24 0.58 -2.29
C 2.91 1.87 -2.21
C 4.40 1.79 -2.49
O 5.03 0.66 -1.87
C 4.42 -0.59 -2.19
C 2.95 -0.62 -1.81
C 0.19 -0.71 -2.26
C -0.69 -1.04 -1.23
C -1.38 -2.24 -1.23
C -1.19 -3.15 -2.28
C -0.31 -2.83 -3.31
C 0.40 -1.62 -3.30
C -1.96 2.91 -1.50
C -3.34 2.94 -1.50
H -5.17 2.09 -2.32
H -3.94 0.51 -3.82
H -1.45 0.50 -3.85
H 0.71 2.70 -1.77
H 2.46 2.53 -2.98
H 2.76 2.33 -1.22
H 4.55 1.78 -3.59
H 4.91 2.65 -2.03
H 4.51 -0.84 -3.27
H 4.97 -1.32 -1.58
H 2.88 -0.70 -0.70
H 2.52 -1.52 -2.24
H -0.79 -0.31 -0.42
H -2.08 -2.47 -0.42
H -1.72 -4.10 -2.27
H -0.17 -3.51 -4.15
H 1.10 -1.37 -4.11
H -1.38 3.61 -0.89
H -3.87 3.66 -0.87
C 0.02 -1.84 2.34
C 0.91 -2.53 3.23
C 1.43 -3.81 2.88
C 2.28 -4.51 3.72
C 2.64 -3.98 4.97
C 2.13 -2.72 5.35
C 1.27 -2.02 4.51
C -0.50 -0.56 2.53
C -1.53 0.01 1.78
C -2.13 1.28 2.07
C -3.47 1.56 1.71
C -4.10 2.73 2.11
C -3.39 3.69 2.86
C -2.05 3.45 3.19
C -1.42 2.27 2.81
H -0.25 -2.37 1.43
H 1.14 -4.23 1.91
H 2.68 -5.48 3.41
H 3.31 -4.53 5.64
H 2.42 -2.30 6.31
H 0.86 -1.06 4.83
H -0.09 0.04 3.36
H -2.03 -0.61 1.03
H -4.02 0.82 1.12
H -5.15 2.90 1.87
H -3.88 4.61 3.17
H -1.50 4.18 3.79
H -0.39 2.08 3.07
*
```

Record 3
Computed, not measured: a 2-piece molecular cluster, C3H11N2S overall, with the ωB97M-V functional and the def2-TZVPD basis.

Properties
HOMO-LUMO gap (alpha / beta): 11.95 / 7.13 eV
E_LUMO (alpha / beta): -7.7 / -12.5 eV
Total energy: -627.87584 a.u.

The geometry in ORCA input format:
```
! RIJCOSX wB97M-V def2-TZVPD def2/J DEFGRID3
* xyz 2 2
C 0.67 -2.14 0.30
S 0.80 -0.36 0.35
C 1.73 0.25 1.73
H -0.32 -2.45 0.67
H 1.43 -2.59 0.96
H 0.66 -2.48 -0.74
H 1.93 -0.42 2.56
H 2.76 0.50 1.43
H 1.21 1.10 2.13
N -2.06 0.17 -1.07
C -1.56 1.27 -1.59
N -0.46 1.82 -1.13
H -1.65 -0.30 -0.29
H -2.98 -0.15 -1.35
H -2.27 1.80 -2.25
H 0.16 2.53 -1.52
H -0.06 1.46 -0.20
*
```

Record 4
Computed, not measured: C4H8N2O as an isolated structure, with the ωB97M-V functional and the def2-TZVPD basis.

Properties
HOMO-LUMO gap: 9.97 eV
E_LUMO: 0.9 eV
Total energy: -341.90607 a.u.

The geometry in ORCA input format:
```
! RIJCOSX wB97M-V def2-TZVPD def2/J DEFGRID3
* xyz 0 1
C -0.83 1.18 0.60
N 0.42 -0.83 -0.05
C 1.60 -0.01 -0.76
C -0.86 -0.22 0.06
N 2.36 0.05 0.32
C -1.97 -0.88 -0.28
O 1.60 0.30 -1.91
H 0.36 -1.76 -0.46
H 1.39 -0.62 0.86
H 3.27 0.49 0.25
H -0.26 1.83 -0.06
H -1.84 1.57 0.69
H -0.35 1.21 1.58
H -1.94 -1.88 -0.68
H -2.94 -0.42 -0.16
*
```

Record 5
Computed, not measured: a 2-piece molecular cluster, C8H11N3O3 overall, with the ωB97M-V functional and the def2-TZVPD basis.

Properties
HOMO-LUMO gap: 10.06 eV
E_LUMO: 0.6 eV
Total energy: -701.26132 a.u.
SMILES: [H]/N=C1\O[C@@]12C[C@H](O)CN2C(N)=O.C#C

The geometry in ORCA input format:
```
! RIJCOSX wB97M-V def2-TZVPD def2/J DEFGRID3
* xyz 0 1
C -2.13 -0.41 1.92
C -2.23 0.48 1.07
C -0.94 1.22 -1.49
C -0.57 -1.70 -0.67
C 0.58 1.62 0.71
C 1.41 -0.71 0.54
C 1.96 0.77 0.75
C -0.18 0.76 -0.35
N 0.03 -0.59 0.02
N -1.93 1.70 -2.01
N -0.10 -2.95 -0.40
O 0.32 1.02 -1.81
O -1.43 -1.55 -1.53
O 2.93 1.16 -0.19
H -2.22 -1.38 2.34
H 0.07 1.46 1.59
H 0.70 2.58 0.39
H 2.05 -1.19 -0.34
H 1.57 -1.21 1.53
H 2.45 0.98 1.70
H -2.62 1.50 0.67
H -1.90 1.64 -3.06
H 0.43 -3.07 0.44
H -0.71 -3.62 -0.84
H 2.45 1.48 -0.99
*
```

Record 6
Computed, not measured: C12H20Br6O5 as an isolated structure, with the ωB97M-V functional and the def2-TZVPD basis.

Properties
HOMO-LUMO gap: 8.94 eV
E_LUMO: -0.6 eV
Total energy: -16289.46324 a.u.

The geometry in ORCA input format:
```
! RIJCOSX wB97M-V def2-TZVPD def2/J DEFGRID3
* xyz 0 1
C 2.66 2.93 1.96
C 3.70 3.34 2.96
C 3.24 3.33 4.42
O 4.18 2.55 5.11
C 5.03 1.96 4.23
O 5.97 1.25 4.54
O 4.72 2.33 3.04
H 2.11 2.02 2.21
H 3.09 2.84 0.96
H 1.90 3.70 1.83
H 4.25 4.23 2.63
H 2.24 2.90 4.52
H 3.23 4.39 4.70
C 0.09 -3.95 -6.37
C -0.45 -2.72 -6.95
O -0.94 -1.86 -6.25
C -0.28 -2.37 -8.36
H -0.39 -4.80 -6.86
H -0.07 -3.99 -5.29
H 1.17 -4.08 -6.51
H -0.16 -3.32 -8.89
H 0.65 -1.82 -8.51
H -1.17 -1.89 -8.75
C -3.61 1.06 -1.73
C -4.78 1.89 -1.17
O -4.51 2.92 -0.58
C -6.14 1.47 -1.28
H -3.62 1.10 -2.82
H -3.77 0.02 -1.46
H -2.68 1.47 -1.33
H -6.55 1.74 -2.25
H -6.71 2.11 -0.59
H -6.28 0.42 -1.05
C 0.09 -1.10 7.88
Br -0.48 0.62 8.60
Br -1.17 -2.57 8.36
Br 1.95 -1.50 8.47
H 0.08 -1.00 6.79
C 0.72 -3.29 0.73
Br 1.22 -2.01 -0.64
Br -1.31 -3.25 1.07
Br 1.84 -2.76 2.28
H 0.95 -4.28 0.34
*
```

Record 7
Computed, not measured: C26H40AsIrN3OSi3 as an isolated structure, with the ωB97M-V functional and the def2-TZVPD basis.

Properties
HOMO-LUMO gap (alpha / beta): 6.64 / 5.99 eV
E_LUMO (alpha / beta): -7.5 / -8.4 eV
Total energy: -4462.38627 a.u.

The geometry in ORCA input format:
```
! RIJCOSX wB97M-V def2-TZVPD def2/J DEFGRID3
* xyz 2 2
Ir 1.55 0.04 0.05
O 2.03 0.32 1.86
C 2.03 1.47 2.58
C 2.13 1.30 3.96
C 2.16 2.40 4.79
C 2.09 3.69 4.25
C 1.99 3.86 2.89
C 1.96 2.75 2.03
C 1.88 2.95 0.60
N 1.60 2.00 -0.30
C 1.69 2.56 -1.56
C 2.00 3.87 -1.42
N 2.10 4.09 -0.07
H 2.19 0.30 4.35
H 2.24 2.27 5.86
H 2.11 4.55 4.90
H 1.92 4.86 2.49
H 1.51 1.99 -2.45
H 2.15 4.65 -2.14
H 2.36 4.97 0.36
C 3.56 -0.20 -0.45
C 3.11 -1.58 -0.64
C 2.76 -2.33 0.50
C 2.23 -3.61 0.35
C 1.99 -4.12 -0.92
C 2.26 -3.34 -2.06
C 2.78 -2.08 -1.92
C 1.42 -5.42 -1.06
N 0.91 -6.45 -1.18
H 3.86 0.34 -1.34
H 4.18 -0.01 0.41
H 3.04 -1.98 1.49
H 2.03 -4.22 1.22
H 2.06 -3.75 -3.04
H 3.04 -1.50 -2.80
C -1.86 3.01 -1.35
Si -2.20 1.76 -0.01
C -1.67 2.31 1.69
C -4.02 1.39 -0.01
As -0.93 -0.26 -0.47
Si -1.50 -0.91 -2.73
C -0.26 0.03 -3.77
C -3.24 -0.36 -3.09
C -1.36 -2.76 -2.89
Si -1.64 -1.94 1.13
C -1.24 -3.63 0.47
C -0.68 -1.57 2.69
C -3.48 -1.73 1.38
H -2.32 3.96 -1.06
H -2.33 2.70 -2.29
H -0.81 3.19 -1.54
H -1.99 3.34 1.86
H -0.59 2.26 1.85
H -2.14 1.69 2.46
H -4.52 2.36 0.12
H -4.34 0.75 0.82
H -4.39 0.97 -0.94
H -0.38 1.11 -3.65
H -0.42 -0.20 -4.83
H 0.77 -0.24 -3.53
H -3.34 0.72 -3.17
H -3.96 -0.72 -2.36
H -3.52 -0.79 -4.06
H -0.51 -3.16 -2.35
H -1.25 -3.02 -3.94
H -2.26 -3.25 -2.52
H -0.27 -3.67 -0.01
H -1.99 -3.98 -0.25
H -1.23 -4.34 1.30
H 0.37 -1.86 2.59
H -1.11 -2.15 3.51
H -0.73 -0.52 2.98
H -4.03 -1.61 0.45
H -3.71 -0.90 2.05
H -3.85 -2.65 1.86
*
```

Record 8
Computed, not measured: C31H29BCl5GaO5P as an isolated structure, with the ωB97M-V functional and the def2-TZVPD basis.

Properties
HOMO-LUMO gap: 8.85 eV
E_LUMO: -2.3 eV
Total energy: -6166.86398 a.u.

The geometry in ORCA input format:
```
! RIJCOSX wB97M-V def2-TZVPD def2/J DEFGRID3
* xyz 1 1
Ga -1.19 0.91 2.53
Cl -5.52 1.20 4.44
C -4.22 2.38 4.34
Cl -3.70 2.88 5.95
Cl -4.73 3.77 3.38
C -2.99 1.78 3.67
O -2.91 0.54 3.42
O -2.01 2.51 3.37
Cl 0.04 1.04 5.33
C 0.99 0.58 6.78
Cl 0.91 -1.14 7.11
H 0.56 1.13 7.61
H 2.01 0.87 6.58
O -2.02 1.38 0.88
P -2.04 1.27 -0.65
C -2.44 2.87 -1.31
C -3.19 3.74 -0.52
C -3.56 4.98 -1.02
C -3.19 5.35 -2.30
C -2.44 4.48 -3.09
C -2.06 3.25 -2.60
C -3.29 0.09 -1.14
C -3.65 -0.05 -2.48
C -4.62 -0.96 -2.84
C -5.25 -1.73 -1.87
C -4.90 -1.59 -0.53
C -3.93 -0.67 -0.16
C -0.46 0.77 -1.32
C -0.28 -0.45 -1.96
C 0.97 -0.79 -2.46
C 2.04 0.08 -2.31
C 1.87 1.30 -1.66
C 0.62 1.65 -1.17
H -3.47 3.46 0.49
H -4.14 5.66 -0.40
H -3.49 6.31 -2.69
H -2.15 4.78 -4.09
H -1.46 2.59 -3.21
H -3.17 0.56 -3.24
H -4.90 -1.07 -3.88
H -6.01 -2.44 -2.15
H -5.40 -2.18 0.22
H -3.67 -0.55 0.88
H -1.11 -1.14 -2.07
H 1.11 -1.74 -2.96
H 3.01 -0.19 -2.70
H 2.70 1.97 -1.54
H 0.49 2.60 -0.68
C 3.63 -4.66 -1.11
C 4.50 -3.43 -0.92
C 5.79 -3.85 -0.19
C 4.86 -2.86 -2.30
C 3.79 -2.34 -0.12
C 4.50 -1.19 0.26
C 3.94 -0.14 0.98
C 2.60 -0.28 1.29
O 1.77 0.60 1.97
B 0.55 -0.02 1.95
O 0.57 -1.25 1.35
C 1.89 -1.39 0.93
C 2.45 -2.45 0.23
H 4.18 -5.42 -1.67
H 2.72 -4.44 -1.69
H 3.33 -5.10 -0.16
H 6.25 -4.69 -0.72
H 5.57 -4.17 0.83
H 6.52 -3.05 -0.15
H 5.42 -3.60 -2.88
H 5.49 -1.97 -2.22
H 3.97 -2.60 -2.86
H 5.55 -1.11 -0.01
H 4.51 0.73 1.26
H 1.84 -3.30 -0.03
*
```